ORCA calculation (wB97M-V/def2-TZVPD) on C36H80N8O11 as an isolated structure.

Computed properties:
Highest occupied orbital energy in eV: -7.037
Charge: 0
Relative energy (zero: lowest compared OMol25 entry of this formula, charge and spin) in eV: 72.034
Calculated total energy in eV: -73003.1860

Atoms and positions in Å:
C  4.781040  27.354210  -31.955350
O  4.774890  27.480900  -33.192270
N  5.723470  27.982320  -31.193940
C  5.672340  27.938400  -29.741960
C  6.833370  28.689810  -31.868400
H  3.990170  26.787530  -31.439980
H  4.903870  27.315350  -29.284390
H  5.437130  28.946950  -29.401950
H  6.614340  27.612340  -29.301030
H  7.824640  28.242260  -31.940400
H  6.601410  28.937400  -32.904250
H  7.008440  29.675710  -31.437770
C  8.660100  24.942450  -35.149900
O  8.647380  24.665690  -33.950540
N  7.592890  25.158430  -35.942570
C  7.755510  25.548670  -37.303880
C  6.170600  25.032430  -35.535520
H  9.539660  25.236390  -35.743340
H  8.789550  25.812190  -37.526160
H  7.255840  26.465740  -37.616000
H  7.572740  24.700470  -37.963630
H  5.644170  25.982030  -35.631570
H  5.730820  24.338860  -36.252210
H  6.236160  24.596190  -34.538780
C  10.248530  29.408460  -28.767980
O  10.171900  29.838790  -27.606800
N  9.241820  28.766390  -29.385050
C  9.342700  28.530430  -30.818340
C  7.969560  28.410680  -28.792300
H  11.100010  29.580210  -29.444500
H  9.172890  27.457190  -30.904480
H  10.340040  28.767380  -31.188840
H  8.577720  29.007210  -31.431190
H  7.133990  28.817710  -29.361730
H  7.827120  27.330590  -28.757390
H  7.756400  28.732370  -27.772900
C  8.796560  25.510660  -30.859210
O  8.871450  26.356370  -29.964990
N  7.633430  25.081330  -31.378580
C  7.493080  24.014850  -32.370260
C  6.328560  25.690100  -31.034010
H  9.683600  25.001230  -31.266440
H  6.773940  23.346900  -31.896140
H  8.411300  23.498920  -32.650960
H  6.943440  24.356540  -33.247330
H  5.678450  24.919780  -30.619220
H  6.353690  26.399530  -30.206850
H  5.802630  26.109620  -31.891630
C  11.204880  22.051730  -34.611350
O  11.720730  23.185630  -34.618470
N  9.839350  21.886430  -34.297180
C  9.023510  22.970570  -33.911000
C  9.328440  20.612790  -34.514180
H  11.698290  21.122760  -34.936550
H  8.255050  23.297950  -34.611290
H  9.687210  23.794730  -33.649520
H  8.484710  22.659280  -33.016070
H  9.115330  20.049920  -33.605410
H  8.492920  20.792560  -35.190700
H  10.009070  19.921100  -35.010590
C  3.609920  26.537510  -28.962330
O  3.133430  26.855590  -30.055470
N  4.114760  25.331020  -28.738730
C  4.275430  24.844560  -27.389450
C  4.324430  24.283850  -29.742910
H  3.479240  27.204080  -28.095840
H  3.975080  25.622980  -26.688060
H  5.321960  24.644050  -27.159960
H  3.639230  23.970630  -27.249420
H  5.352010  24.219580  -30.100740
H  3.999110  23.320320  -29.350630
H  3.629940  24.432420  -30.569780
C  10.442880  26.540490  -28.912870
O  11.394700  27.286080  -28.779480
N  10.519380  25.209720  -28.741240
C  11.815690  24.578010  -28.321880
C  9.347110  24.377230  -28.774110
H  9.434590  26.859870  -29.218700
H  11.910300  23.636020  -28.862060
H  11.899810  24.311070  -27.268430
H  12.714200  25.179600  -28.459250
H  9.389000  23.577180  -29.513210
H  9.411750  23.820310  -27.839360
H  8.444340  24.987490  -28.747930
C  6.845370  24.361000  -26.850560
O  6.503520  23.987100  -25.713810
N  6.715470  25.590080  -27.344180
C  7.332690  25.917400  -28.666220
C  6.046290  26.746770  -26.635050
H  7.446150  23.766230  -27.555910
H  6.811900  26.487950  -29.435210
H  7.825700  25.053010  -29.111050
H  8.104410  26.677660  -28.545590
H  6.840970  27.471060  -26.456200
H  5.244510  27.208700  -27.211130
H  5.687710  26.419150  -25.659240
C  4.639960  21.680610  -34.605310
C  5.434170  21.600670  -33.274400
C  6.810670  22.228560  -33.523470
O  6.752750  22.648280  -34.863410
C  5.751280  21.940830  -35.670870
H  3.946020  22.521010  -34.589050
H  4.158080  20.731860  -34.841480
H  5.584640  20.553270  -33.012830
H  4.930720  22.104770  -32.449450
H  7.614110  21.513010  -33.348650
H  6.994360  23.113240  -32.913800
H  6.270120  21.040200  -35.999150
H  5.440540  22.487480  -36.561220
C  12.586300  25.357220  -31.012600
C  12.383960  26.802700  -31.511000
C  10.859900  26.978370  -31.573800
O  10.418240  25.667400  -31.882230
C  11.256310  24.654060  -31.340060
H  12.697570  25.288400  -29.930480
H  13.395130  24.740070  -31.403760
H  12.836840  26.955440  -32.490630
H  12.798480  27.598420  -30.892040
H  10.476240  27.804480  -32.172520
H  10.428530  27.096290  -30.579760
H  11.320800  23.722810  -31.902820
H  10.749560  24.315740  -30.436270
C  5.104490  25.219030  -33.357180
C  4.405430  24.351370  -32.280900
C  3.050340  24.153440  -33.025510
O  3.157450  24.565630  -34.359080
C  4.504800  24.755330  -34.699780
H  6.192670  25.188300  -33.302280
H  4.709510  26.213420  -33.149100
H  4.206180  24.869160  -31.342670
H  4.847860  23.369180  -32.114620
H  2.258040  24.820150  -32.685120
H  2.764200  23.105280  -32.938400
H  4.599790  25.628020  -35.345910
H  5.006300  23.868300  -35.086770

Cartesian forces (eV/Å) of the 3 atoms listed first:
0.0 4.3 0.0
-0.2 4.8 1.0
-1.3 2.4 -0.8